Density functional theory data (ωB97M-V/def2-TZVPD) for an isolated molecule of C6H8Cl3P in a non-equilibrium geometry.

The gap between HOMO and LUMO (alpha / beta) comes out at 6.78 / 6.78 eV. The LUMO energy (alpha / beta) comes out at -0.7 / -0.7 eV.

Element x y z (Å)
P 2.27838 -0.90796 -0.66682
C 0.22964 -1.83242 -0.91836
H -0.88044 -0.92514 -2.63873
C -0.68822 -0.96534 -1.50827
H -1.64662 0.91148 2.51042
C -1.24576 0.03790 -0.68496
Cl 2.74023 -1.50286 1.14734
C 1.76902 0.74794 -0.21128
Cl 1.21810 1.74526 -1.44816
H 0.55706 -2.55190 -1.62130
C -0.87683 0.19173 0.65574
H -0.08697 -0.48676 1.12548
C -1.36943 1.32942 1.44893
H 0.18432 -2.06691 0.13519
H -0.41689 1.91738 1.61757
H -2.15969 2.07288 1.02765
Cl 2.43026 1.58761 1.18901
H -2.03616 0.69769 -1.15944